DFT (wB97M-V/def2-TZVPD) results for a molecular structure, C14H26AlB3BeCl2F4K2LiO16.

```
! RIJCOSX wB97M-V def2-TZVPD def2/J DEFGRID3
* xyz 1 1
O -0.71239 2.91045 -0.76938
C 0.75027 2.75587 -0.67517
C 1.36289 4.14857 -1.17987
O 0.94991 5.20867 -0.28675
C 0.72685 6.44437 -0.92321
O -0.67379 6.76410 -0.77198
C -1.33904 5.50885 -0.92843
B -2.89693 5.55966 -1.28062
O -3.92313 5.74494 -0.24711
B -4.55410 4.47739 -0.21267
O -4.97776 3.76893 -1.41912
B -4.04711 4.07710 -2.52058
O -3.42922 5.36014 -2.61467
H -0.96242 2.81578 -1.70149
H 0.97647 2.53858 0.39822
H 1.11973 1.96880 -1.37735
H 2.48478 4.14277 -1.23647
H 0.90188 4.30358 -2.21027
H 1.03494 6.47859 -2.01430
H 1.37699 7.21549 -0.40731
H -0.84952 4.93196 -1.77620
H -1.25048 4.83732 -0.01190
H -4.69444 3.95604 0.85590
H -3.73683 3.28218 -3.33955
C 1.47933 -2.82877 -0.39973
C 1.93646 -1.47985 0.12829
O 1.25286 -0.36414 -0.42295
C -0.14963 -0.25792 -0.22189
C -0.53781 -0.18121 1.24510
H 1.53496 -2.85532 -1.49083
H 2.10560 -3.62867 0.00420
H 0.44561 -3.04145 -0.12116
H 2.98823 -1.31571 -0.12866
H 1.88359 -1.44732 1.22055
H -0.67925 -1.07231 -0.72733
H -0.45619 0.66403 -0.72002
H -0.29516 -1.10827 1.77099
H -1.61381 -0.00064 1.35185
H -0.00254 0.62937 1.74648
Cl 3.27552 1.89392 -1.42382
Li -4.64040 2.18446 0.47318
K 4.43497 -0.40948 -2.17809
O -3.68825 0.55809 1.02349
H -3.46746 -0.13632 0.39052
C 0.97066 -3.10806 4.38827
C 2.17708 -3.31762 3.85738
C 2.70754 -4.69548 3.64537
O 3.80513 -4.84223 3.14009
C 1.87444 -5.82437 4.06401
C 0.66879 -5.61530 4.59852
C 0.12727 -4.23806 4.78524
O -0.98307 -4.09075 5.25909
O -0.11468 -6.64240 4.99358
O 2.97308 -2.28917 3.48587
H 0.57435 -2.11386 4.54474
H 2.27715 -6.81772 3.92133
H -0.92717 -6.23018 5.34098
H 3.78263 -2.70301 3.13321
F 4.70879 -5.88560 -5.07365
Al 5.40495 -5.63353 -3.48555
F 4.54383 -6.68817 -2.33116
F 5.21544 -3.96024 -2.99856
F 7.09769 -6.06704 -3.50502
Be 3.94441 -8.17829 -3.32643
O -3.90549 -0.66972 -1.50131
Cl -4.60276 -0.09971 -2.64532
O -5.06347 1.22880 -2.30245
O -5.72689 -0.93384 -2.98388
O -3.69089 -0.02602 -3.76142
K -7.28299 4.43892 -0.11277
*
```

Results
Orbital gap, eV: 1.2
Max |F|, eV/A: 3.83
LUMO energy, eV: -8.714
HOMO energy, eV: -9.947
Molecular weight, u: 750.81

These are the Löwdin partial charges, in e, on atoms 1 to 5:
1. O -0.1311
2. C -0.2526
3. C -0.2134
4. O -0.1426
5. C -0.2185

DFT (wB97M-V/def2-TZVPD) results for a molecular structure, C14H26AlIOP2S.

```
! RIJCOSX wB97M-V def2-TZVPD def2/J DEFGRID3
* xyz 2 1
C -1.04631 2.24995 0.47935
I -3.37621 1.48835 1.31587
H -0.85521 1.89700 1.50398
H -1.89310 1.95383 -0.17395
H -0.19956 2.81292 0.04678
Al 1.06452 0.00647 -0.55082
P -0.58554 -0.45885 -2.20340
C -1.05589 -2.22158 -2.23055
C -2.14766 0.38065 -2.53009
H -2.37378 0.13473 -3.57634
H -0.44941 -0.44492 -4.58288
H -2.02682 1.45610 -2.41150
H 0.65322 0.77506 -3.88932
H -1.80537 -2.38701 -1.44329
H -2.92567 -0.00487 -1.86725
C 0.28198 -0.24819 -3.79042
H -1.49307 -2.39785 -3.22567
H 1.12832 -0.94620 -3.88119
H -0.18617 -2.87399 -2.06103
P 1.50041 0.22795 1.82901
C 1.54569 -1.35188 2.67091
C 3.23633 0.78929 1.87671
H 0.62418 2.33772 2.63570
H 1.35457 1.38612 3.95301
H -0.23522 0.90502 3.29621
C 0.73825 1.33065 3.04431
H 3.33493 1.77657 1.38745
H 3.52773 0.89879 2.93125
H 2.12628 -1.23858 3.59159
H 1.97670 -2.14010 2.06350
H 3.91837 0.09937 1.37327
H 0.52595 -1.64412 2.92760
C 1.66419 -1.79084 -0.51658
O 1.97149 -2.91987 -0.50660
S -2.42531 -0.75323 0.93843
C -2.72537 -1.89968 2.15425
C -2.59356 -1.64802 3.51669
C -2.64420 -2.69461 4.42052
C -2.94869 -3.98828 3.96098
C -3.17915 -4.22296 2.60740
C -3.04982 -3.20311 1.68708
H -2.43071 -0.62164 3.82829
H -2.50994 -2.48744 5.47606
H -3.07932 -4.76335 4.70598
H -3.38348 -5.25330 2.28670
H -3.25241 -3.38098 0.64339
*
```

Results
Orbital gap (spin up / spin down), eV: 5.2 / 6.1
Relative energy (zero: lowest compared OMol25 entry of this formula, charge and spin), kcal/mol: 63.3
Max |F|, eV/A: 5.81
LUMO energy (spin up / spin down), eV: -8.598 / -7.824
HOMO energy (spin up / spin down), eV: -13.791 / -13.914
Molecular weight, u: 458.26

These are the Löwdin partial charges, in e, on atoms 1 to 5:
1. C -0.2636
2. I 0.8426
3. H -0.1137
4. H -0.1706
5. H 0.0178

DFT (wB97M-V/def2-TZVPD) results for a molecular structure, C14H26B3I2O7.

```
! RIJCOSX wB97M-V def2-TZVPD def2/J DEFGRID3
* xyz -1 1
C -1.40225 4.86619 2.69207
C -0.10097 4.61050 1.91364
B 0.73431 3.34832 2.48035
O 1.88927 3.68214 3.20413
B 0.25470 1.74766 2.18082
C -1.15973 1.67202 1.30993
C -1.46766 0.26536 0.80440
O -1.19619 0.13192 -0.61597
C -1.60999 -1.04957 -1.12155
C -0.99943 -2.30502 -0.57955
O -2.42868 -1.06631 -1.95864
B -0.14650 1.14610 3.73015
C 0.79264 1.26121 5.02915
O -1.38575 0.53272 3.97804
C 1.43322 0.85485 1.49728
I 2.35350 -0.78050 2.58735
C 1.84655 1.07995 0.27648
C 1.28931 2.14400 -0.60362
I 3.41457 -0.05132 -0.70239
H -2.09272 5.39183 2.03231
H -1.25069 5.53047 3.53476
H -1.90823 3.96313 3.02085
H -0.25889 4.51962 0.84199
H 0.52014 5.50902 2.03735
H 2.35584 4.40065 2.76001
H -1.14519 2.33987 0.44607
H -2.01623 1.98405 1.90172
H -2.53150 0.05673 0.94920
H -0.91158 -0.46728 1.38265
H 0.06287 -2.35942 -0.78511
H -1.10801 -2.34968 0.49954
H -1.51903 -3.15419 -0.99161
H 0.33491 1.90319 5.78888
H 1.80517 1.56303 4.79162
H 0.86971 0.26101 5.46699
H -1.61743 0.70357 4.90042
H 1.91417 2.23754 -1.48664
H 1.26532 3.12466 -0.13588
H 0.30457 1.88994 -0.97314
C 0.69386 -5.12736 -6.32637
C -0.00041 -4.51493 -5.13502
C 0.85978 -3.58939 -4.31311
O 0.26399 -3.69272 -3.01657
C -0.32109 -4.91777 -2.93907
O -0.74868 -5.40629 -1.94655
O -0.34700 -5.51446 -4.16541
H 0.04983 -5.86585 -6.80454
H 0.95290 -4.36217 -7.05838
H 1.60330 -5.64741 -6.02116
H -0.92377 -4.02039 -5.45013
H 0.83355 -2.56021 -4.66439
H 1.89963 -3.91905 -4.24334
*
```

Results
Orbital gap, eV: 6.5
Max |F|, eV/A: 3.37
LUMO energy, eV: 2.210
HOMO energy, eV: -4.276
Molecular weight, u: 592.60

These are the Löwdin partial charges, in e, on atoms 1 to 5:
1. C -0.1074
2. C -0.1751
3. B -0.3874
4. O 0.0900
5. B -0.5792

Question: What is the formula in the second record?
Answer: C14H26AlIOP2S

What did the second record say?
DFT (wB97M-V/def2-TZVPD) results for a molecular structure, C14H26AlIOP2S.

```
! RIJCOSX wB97M-V def2-TZVPD def2/J DEFGRID3
* xyz 2 1
C -1.04631 2.24995 0.47935
I -3.37621 1.48835 1.31587
H -0.85521 1.89700 1.50398
H -1.89310 1.95383 -0.17395
H -0.19956 2.81292 0.04678
Al 1.06452 0.00647 -0.55082
P -0.58554 -0.45885 -2.20340
C -1.05589 -2.22158 -2.23055
C -2.14766 0.38065 -2.53009
H -2.37378 0.13473 -3.57634
H -0.44941 -0.44492 -4.58288
H -2.02682 1.45610 -2.41150
H 0.65322 0.77506 -3.88932
H -1.80537 -2.38701 -1.44329
H -2.92567 -0.00487 -1.86725
C 0.28198 -0.24819 -3.79042
H -1.49307 -2.39785 -3.22567
H 1.12832 -0.94620 -3.88119
H -0.18617 -2.87399 -2.06103
P 1.50041 0.22795 1.82901
C 1.54569 -1.35188 2.67091
C 3.23633 0.78929 1.87671
H 0.62418 2.33772 2.63570
H 1.35457 1.38612 3.95301
H -0.23522 0.90502 3.29621
C 0.73825 1.33065 3.04431
H 3.33493 1.77657 1.38745
H 3.52773 0.89879 2.93125
H 2.12628 -1.23858 3.59159
H 1.97670 -2.14010 2.06350
H 3.91837 0.09937 1.37327
H 0.52595 -1.64412 2.92760
C 1.66419 -1.79084 -0.51658
O 1.97149 -2.91987 -0.50660
S -2.42531 -0.75323 0.93843
C -2.72537 -1.89968 2.15425
C -2.59356 -1.64802 3.51669
C -2.64420 -2.69461 4.42052
C -2.94869 -3.98828 3.96098
C -3.17915 -4.22296 2.60740
C -3.04982 -3.20311 1.68708
H -2.43071 -0.62164 3.82829
H -2.50994 -2.48744 5.47606
H -3.07932 -4.76335 4.70598
H -3.38348 -5.25330 2.28670
H -3.25241 -3.38098 0.64339
*
```

Results
Orbital gap (spin up / spin down), eV: 5.2 / 6.1
Relative energy (zero: lowest compared OMol25 entry of this formula, charge and spin), kcal/mol: 63.3
Max |F|, eV/A: 5.81
LUMO energy (spin up / spin down), eV: -8.598 / -7.824
HOMO energy (spin up / spin down), eV: -13.791 / -13.914
Molecular weight, u: 458.26

These are the Löwdin partial charges, in e, on atoms 1 to 5:
1. C -0.2636
2. I 0.8426
3. H -0.1137
4. H -0.1706
5. H 0.0178

Please write out number 2 again, unchanged.
DFT (wB97M-V/def2-TZVPD) results for a molecular structure, C14H26AlIOP2S.

```
! RIJCOSX wB97M-V def2-TZVPD def2/J DEFGRID3
* xyz 2 1
C -1.04631 2.24995 0.47935
I -3.37621 1.48835 1.31587
H -0.85521 1.89700 1.50398
H -1.89310 1.95383 -0.17395
H -0.19956 2.81292 0.04678
Al 1.06452 0.00647 -0.55082
P -0.58554 -0.45885 -2.20340
C -1.05589 -2.22158 -2.23055
C -2.14766 0.38065 -2.53009
H -2.37378 0.13473 -3.57634
H -0.44941 -0.44492 -4.58288
H -2.02682 1.45610 -2.41150
H 0.65322 0.77506 -3.88932
H -1.80537 -2.38701 -1.44329
H -2.92567 -0.00487 -1.86725
C 0.28198 -0.24819 -3.79042
H -1.49307 -2.39785 -3.22567
H 1.12832 -0.94620 -3.88119
H -0.18617 -2.87399 -2.06103
P 1.50041 0.22795 1.82901
C 1.54569 -1.35188 2.67091
C 3.23633 0.78929 1.87671
H 0.62418 2.33772 2.63570
H 1.35457 1.38612 3.95301
H -0.23522 0.90502 3.29621
C 0.73825 1.33065 3.04431
H 3.33493 1.77657 1.38745
H 3.52773 0.89879 2.93125
H 2.12628 -1.23858 3.59159
H 1.97670 -2.14010 2.06350
H 3.91837 0.09937 1.37327
H 0.52595 -1.64412 2.92760
C 1.66419 -1.79084 -0.51658
O 1.97149 -2.91987 -0.50660
S -2.42531 -0.75323 0.93843
C -2.72537 -1.89968 2.15425
C -2.59356 -1.64802 3.51669
C -2.64420 -2.69461 4.42052
C -2.94869 -3.98828 3.96098
C -3.17915 -4.22296 2.60740
C -3.04982 -3.20311 1.68708
H -2.43071 -0.62164 3.82829
H -2.50994 -2.48744 5.47606
H -3.07932 -4.76335 4.70598
H -3.38348 -5.25330 2.28670
H -3.25241 -3.38098 0.64339
*
```

Results
Orbital gap (spin up / spin down), eV: 5.2 / 6.1
Relative energy (zero: lowest compared OMol25 entry of this formula, charge and spin), kcal/mol: 63.3
Max |F|, eV/A: 5.81
LUMO energy (spin up / spin down), eV: -8.598 / -7.824
HOMO energy (spin up / spin down), eV: -13.791 / -13.914
Molecular weight, u: 458.26

These are the Löwdin partial charges, in e, on atoms 1 to 5:
1. C -0.2636
2. I 0.8426
3. H -0.1137
4. H -0.1706
5. H 0.0178

Question: Which formula does entry 1 have?
Answer: C14H26AlB3BeCl2F4K2LiO16